No. 1
12
Properties=species:S:1:pos:R:3:forces:R:3:lowdin_charge:R:1 method="wB97M-V/def2-TZVPD" relative_energy_kcal_mol=182.27 gap_ev=8.83 multiplicity=1 total_charge=0 homo_ev=-9.545
C 0.185624 -1.819750 -1.562770 -0.17 2.40 1.47 -0.274
C -0.428050 -0.523603 -0.792865 1.45 -3.15 -0.55 -0.086
C -0.377261 0.308291 0.080723 0.91 2.65 2.19 -0.012
C -0.320411 1.391754 1.188811 -1.78 -3.23 -4.49 -0.190
C 0.117994 1.390007 2.392199 3.63 -0.02 3.54 -0.027
H 0.069765 0.050667 -2.917295 0.01 -5.54 -0.41 0.337
H 1.344782 -1.699597 -1.035503 -3.10 -0.98 -2.12 0.157
H -0.377965 -2.854145 -1.224447 1.54 2.75 -1.22 0.144
H -0.993133 2.172582 1.072519 -1.67 1.01 -0.99 0.062
H 1.086936 0.948402 2.814379 -1.99 -0.20 -0.62 0.098
H -0.361804 2.139239 3.013776 0.57 0.14 0.21 0.060
O 0.053524 -1.503847 -3.029526 0.61 4.16 3.00 -0.270

No. 2
55
Properties=species:S:1:pos:R:3:forces:R:3:lowdin_charge:R:1 method="wB97M-V/def2-TZVPD" relative_energy_kcal_mol=4.93 gap_ev=8.49 smiles="CCOc1ccc(C(=O)NCC(=O)OCC(=O)c2ccc3c(c2)-c2ccccc2C3)cc1" multiplicity=1 total_charge=0 homo_ev=-8.221
C 4.554837 2.976153 2.003223 -0.43 -0.19 -0.04 -0.057
C 3.098649 2.691556 1.673044 0.15 0.36 -0.09 -0.259
O 2.797126 1.397391 2.161505 0.04 -0.17 0.09 -0.042
C 1.568492 0.877615 1.951989 -0.25 -0.15 0.04 -0.266
C 0.536788 1.506534 1.259111 0.30 0.28 0.06 -0.006
C -0.687350 0.879961 1.112828 -0.13 -0.25 0.22 -0.024
C -0.914259 -0.378897 1.655308 0.27 0.09 -0.08 -0.142
C -2.188167 -1.122394 1.489228 -0.10 0.18 0.16 -0.447
O -2.237394 -2.338303 1.468805 0.05 -0.29 0.04 0.061
N -3.309273 -0.353647 1.410881 -0.24 0.20 0.05 0.082
C -4.571764 -0.919792 1.020502 0.05 -0.14 -0.05 -0.053
C -4.933430 -0.622896 -0.428733 -0.16 -0.32 0.24 -0.476
O -5.755701 -1.222331 -1.064930 0.00 -0.02 0.04 0.121
O -4.209946 0.398475 -0.899347 0.15 0.39 -0.03 -0.008
C -4.309175 0.713218 -2.283780 -0.31 0.11 -0.51 -0.063
C -2.909521 0.800227 -2.898580 -0.44 0.11 0.23 -0.322
O -2.651012 1.652073 -3.715288 -0.05 -0.04 0.04 0.114
C -1.925543 -0.164469 -2.374039 0.67 -0.22 0.01 -0.142
C -2.280619 -1.466276 -2.010176 0.05 0.16 -0.10 -0.004
C -1.350292 -2.325385 -1.450049 0.04 0.00 -0.07 -0.002
C -0.065514 -1.869620 -1.234657 -0.06 0.29 -0.23 -0.145
C 0.309486 -0.573863 -1.628065 -0.47 -0.36 -0.11 -0.113
C -0.610455 0.275471 -2.211400 -0.18 -0.12 0.00 0.057
C 1.704669 -0.372910 -1.277024 0.49 -0.18 0.18 -0.127
C 2.541424 0.713853 -1.470147 -0.07 -0.08 -0.01 -0.021
C 3.846195 0.633931 -1.012197 0.05 0.11 -0.04 -0.097
C 4.301307 -0.503521 -0.362545 0.11 -0.07 0.06 -0.078
C 3.468464 -1.597555 -0.174986 0.03 0.02 -0.01 -0.023
C 2.172587 -1.533153 -0.641777 -0.02 0.24 -0.17 -0.160
C 1.089244 -2.569438 -0.588615 0.01 -0.16 0.08 -0.045
C 0.128477 -1.010673 2.334560 -0.14 0.06 -0.04 -0.017
C 1.347617 -0.395670 2.486396 0.12 0.19 -0.01 0.011
H 5.188814 2.228321 1.535329 0.11 -0.05 -0.06 0.070
H 4.707812 2.935767 3.078015 0.05 0.03 0.10 0.079
H 4.832173 3.961322 1.639440 0.05 0.10 -0.03 0.078
H 2.942425 2.728080 0.587628 -0.06 0.00 0.12 0.104
H 2.444698 3.433926 2.151619 0.01 -0.11 -0.09 0.129
H 0.679591 2.481278 0.820564 0.06 0.09 -0.05 0.111
H -1.453346 1.377897 0.535137 -0.07 0.04 -0.07 0.114
H -3.216184 0.647285 1.357213 0.10 -0.12 0.06 0.130
H -4.494691 -2.005707 1.137342 -0.13 0.22 -0.05 0.138
H -5.381126 -0.555394 1.662531 0.05 -0.08 -0.12 0.140
H -4.811624 1.678684 -2.396878 0.13 -0.17 -0.01 0.144
H -4.902996 -0.055793 -2.794388 0.10 0.14 0.06 0.138
H -3.283261 -1.824476 -2.189234 -0.17 -0.01 0.03 0.119
H -1.638091 -3.324233 -1.161554 -0.05 -0.09 0.05 0.124
H -0.349091 1.277899 -2.514985 0.02 0.14 -0.04 0.128
H 2.185230 1.601068 -1.973382 -0.03 0.11 -0.06 0.116
H 4.519383 1.466083 -1.162560 0.06 0.07 -0.01 0.104
H 5.319380 -0.540591 -0.003666 0.09 0.00 0.03 0.103
H 3.832947 -2.483037 0.324885 0.05 -0.09 0.06 0.115
H 1.369243 -3.476965 -1.129238 0.00 -0.03 0.00 0.139
H 0.845165 -2.859915 0.435068 -0.01 -0.04 0.03 0.125
H -0.049756 -1.992732 2.746632 0.01 -0.10 0.02 0.123
H 2.157355 -0.874430 3.013437 0.10 -0.07 0.08 0.124

No. 3
114
Properties=species:S:1:pos:R:3:forces:R:3:lowdin_charge:R:1 method="wB97M-V/def2-TZVPD" relative_energy_kcal_mol=0.00 gap_ev=7.39 multiplicity=1 total_charge=+1 homo_ev=-9.994
Bi -1.248421 0.364289 1.575110 -0.31 -0.66 0.02 1.747
N -3.295649 -0.904193 2.117907 0.15 0.02 -0.10 -0.073
C -3.463295 -2.301400 1.661558 -0.06 -0.03 -0.04 -0.229
C -3.362222 -2.399722 0.151422 -0.03 -0.01 0.00 -0.194
N -2.066175 -1.976985 -0.374909 0.17 -0.12 0.13 -0.198
C -2.165151 -1.381680 -1.702059 -0.01 -0.05 0.03 -0.195
C -3.156688 -0.231698 -1.761803 0.04 0.00 -0.11 -0.228
N -2.980275 0.692915 -0.634091 -0.02 0.05 0.01 -0.018
C -1.144779 -3.122377 -0.362600 -0.02 0.04 0.01 -0.203
C 0.290136 -2.865025 -0.804077 -0.08 0.01 0.01 -0.260
N 0.980150 -1.883610 0.030006 -0.07 0.14 0.02 0.011
H -3.362702 -0.844564 3.132516 -0.06 -0.02 0.00 0.062
H -4.015390 -0.312927 1.708240 -0.01 -0.02 0.06 0.069
H -4.445775 -2.676611 1.961101 0.01 -0.01 0.05 0.126
H -2.704049 -2.908838 2.149834 0.01 0.06 0.00 0.043
H -4.150751 -1.782401 -0.277815 0.02 -0.05 0.04 0.103
H -3.586185 -3.435399 -0.142278 -0.05 0.00 -0.01 0.131
H -2.452874 -2.123305 -2.467189 0.01 -0.01 0.01 0.135
H -1.178776 -1.008009 -1.975804 0.08 0.04 -0.01 0.100
H -4.182056 -0.600078 -1.735006 0.02 0.05 -0.05 0.104
H -3.035252 0.256252 -2.734620 -0.01 0.07 0.06 0.120
H -3.827187 1.228451 -0.479715 0.01 0.08 -0.03 0.067
H -2.254544 1.361607 -0.852203 0.14 0.25 -0.25 0.012
H -1.540104 -3.922158 -1.011843 -0.02 0.01 0.00 0.126
H -1.128689 -3.515696 0.655904 0.01 -0.01 0.02 0.082
H 0.316750 -2.509572 -1.835578 0.00 0.02 -0.05 0.085
H 0.779308 -3.848354 -0.801255 -0.01 0.01 0.00 0.117
H 1.950533 -1.809352 -0.253505 0.04 -0.01 0.02 0.030
H 0.985785 -2.179840 1.000325 -0.04 -0.01 0.06 -0.003
C -2.458430 -2.483946 7.473050 0.00 0.01 -0.03 -0.082
C -3.217002 -2.388262 6.155035 0.03 0.02 0.06 -0.253
N -2.399979 -2.749363 5.004125 0.03 -0.03 -0.04 -0.031
C -1.557826 -1.873128 4.387622 0.01 0.20 0.08 -0.905
S -0.439896 -2.476714 3.243209 0.25 0.02 -0.17 0.573
N -1.707614 -0.598889 4.708884 -0.08 -0.05 0.02 -0.037
N -0.930523 0.244639 3.960403 0.15 0.30 -0.03 -0.159
C -0.226686 1.128623 4.570125 -0.05 -0.19 0.11 -0.257
C -0.142889 1.210760 6.061158 0.01 -0.01 0.01 -0.002
C 0.564961 2.076665 3.754856 0.10 0.09 -0.04 -0.229
C 1.329592 3.073900 4.346430 -0.02 -0.04 0.02 0.009
C 2.050675 3.940644 3.540738 0.03 0.01 -0.02 -0.029
C 2.003631 3.781846 2.168088 0.04 -0.01 0.03 -0.037
C 1.229993 2.756872 1.651277 0.01 -0.08 -0.05 -0.154
N 0.526866 1.930612 2.422526 0.04 0.10 0.14 -0.036
H -3.066215 -2.104758 8.295172 -0.01 -0.02 0.00 0.075
H -1.541196 -1.895880 7.422867 -0.01 0.01 0.01 0.063
H -2.190144 -3.516889 7.698660 0.02 0.00 -0.01 0.074
H -3.571238 -1.370430 6.004841 -0.03 -0.02 -0.04 0.099
H -4.087200 -3.046034 6.162508 0.00 0.00 0.01 0.112
H -2.093998 -3.707516 4.940068 -0.06 -0.01 -0.06 0.113
H -0.818629 0.491321 6.508776 0.00 0.00 0.00 0.064
H -0.406702 2.212185 6.404657 0.00 0.00 0.00 0.094
H 0.875395 0.998624 6.394043 0.00 0.01 -0.01 0.103
H 1.361623 3.172427 5.420697 -0.01 0.01 0.00 0.113
H 2.642187 4.729959 3.985201 0.00 -0.01 0.00 0.120
H 2.550518 4.434797 1.502987 0.00 -0.01 0.00 0.116
H 1.150821 2.586426 0.584971 -0.02 0.02 0.01 0.071
Cl -1.588526 4.130097 0.449414 -0.01 -0.01 -0.01 0.740
C -3.265044 3.673983 0.604480 0.00 -0.01 -0.05 -0.613
C -4.189804 4.258227 -0.245698 0.01 0.00 -0.02 -0.102
C -5.520321 3.876991 -0.173042 -0.01 0.00 0.02 -0.078
C -5.908266 2.926388 0.762645 0.00 0.01 -0.02 -0.077
C -4.967725 2.364555 1.610613 0.01 -0.03 -0.01 -0.068
C -3.612962 2.710421 1.549868 -0.04 -0.02 0.00 -0.374
C -2.619886 2.059726 2.433023 0.01 -0.03 0.06 -0.305
H -3.862515 5.002154 -0.959470 0.00 0.00 0.01 0.108
H -6.247894 4.331298 -0.831406 0.00 -0.01 -0.01 0.109
H -6.946998 2.633982 0.842280 0.00 0.00 0.00 0.109
H -5.286438 1.646238 2.358953 0.00 0.01 0.01 0.112
H -3.131164 1.568983 3.263414 0.05 -0.01 0.01 0.049
H -1.914934 2.780201 2.846438 0.00 -0.01 -0.05 0.035
C 4.195779 -0.365740 -6.213687 -0.01 -0.02 0.01 -0.033
C 2.763747 -0.800625 -5.885093 0.02 0.02 0.00 -0.515
C 1.788024 0.041959 -6.725216 0.00 -0.01 -0.02 -0.036
C 2.613479 -2.266607 -6.318743 -0.01 0.00 -0.01 -0.039
C 2.444184 -0.631940 -4.358918 0.03 0.00 0.05 -0.414
O 1.084652 -1.009228 -4.118657 0.02 -0.06 -0.01 -0.018
C 3.334737 -1.510486 -3.439157 0.01 0.08 -0.04 -0.084
C 4.746841 -1.013364 -3.034938 -0.07 0.00 0.02 -0.129
C 4.816916 -0.493064 -1.617622 0.00 0.00 -0.02 -0.237
C 5.064830 0.842874 -1.322524 -0.04 0.00 -0.01 -0.041
C 5.110071 1.296245 -0.009120 0.00 0.00 0.00 -0.098
C 4.915738 0.396968 1.024244 -0.01 -0.01 -0.05 -0.673
Cl 4.990365 0.939690 2.670723 -0.06 0.06 0.03 0.673
C 4.685569 -0.945244 0.762068 -0.03 -0.01 0.02 -0.099
C 4.640581 -1.376666 -0.552771 -0.07 0.00 0.00 -0.053
C 2.516590 0.867216 -3.979242 -0.08 -0.05 0.00 -0.029
N 1.493690 1.307624 -3.046343 -0.03 -0.13 -0.02 -0.097
C 1.282727 0.997828 -1.765369 0.02 0.09 0.03 -0.140
N 0.217281 1.638079 -1.307065 -0.04 -0.05 -0.11 0.049
C -0.192219 2.339647 -2.401729 -0.15 -0.01 0.10 -0.231
N 0.534841 2.152518 -3.475354 0.06 0.11 0.05 0.131
H 4.341298 -0.398800 -7.294650 0.00 0.00 0.00 0.097
H 4.937606 -1.028281 -5.766446 0.00 0.00 0.00 0.084
H 4.401292 0.658043 -5.892931 0.00 0.00 0.00 0.090
H 1.797215 -0.313111 -7.756023 0.01 0.01 -0.01 0.090
H 2.066818 1.095856 -6.755869 -0.01 -0.01 0.00 0.083
H 0.767500 -0.026634 -6.349812 0.00 -0.01 -0.01 0.092
H 2.778607 -2.331593 -7.394296 0.00 -0.01 0.00 0.094
H 1.611801 -2.668999 -6.141314 0.00 0.00 -0.03 0.089
H 3.338919 -2.927807 -5.845805 -0.01 0.01 0.00 0.082
H 0.933942 -1.860930 -4.542723 0.00 0.00 0.02 0.088
H 3.422086 -2.493090 -3.901819 -0.04 0.00 0.02 0.108
H 2.754318 -1.672919 -2.528737 -0.05 0.03 0.04 0.097
H 5.117990 -0.254086 -3.720082 -0.01 0.06 -0.02 0.096
H 5.445035 -1.848734 -3.118634 -0.01 -0.01 -0.03 0.126
H 5.242321 1.550024 -2.124957 0.00 0.00 -0.01 0.116
H 5.309249 2.336625 0.209925 0.01 -0.01 0.00 0.107
H 4.553947 -1.639730 1.581044 0.01 0.00 0.00 0.112
H 4.477963 -2.429922 -0.756241 0.00 -0.01 0.01 0.126
H 2.358730 1.490857 -4.852476 0.02 0.00 0.04 0.114
H 3.485743 1.114982 -3.563588 0.14 0.01 0.05 0.109
H 1.916097 0.339429 -1.196858 0.03 -0.10 0.02 0.116
H -1.030190 3.019674 -2.395253 -0.03 -0.05 0.00 0.094